Computed, not measured: a molecular structure, C33H30BrF2I2NS at a distorted geometry, with ωB97M-V/def2-TZVPD.

Output
Electronic energy ... -5097.4860 Eh
Kohn-Sham gap ... 8.5 eV
HOMO energy ... -8.416 eV

XYZ file:
```
70
Properties=species:S:1:pos:R:3:forces:R:3:mulliken_charge:R:1
C -2.512 6.763 -0.250 -0.49 -0.17 -0.10 -0.02
C -3.497 6.326 -0.804 0.38 -1.01 0.19 -0.45
C -4.548 5.414 -1.412 0.90 0.68 0.63 -0.57
C -4.375 3.941 -0.960 0.44 -0.50 0.38 0.01
C -5.389 2.980 -1.177 -0.20 0.09 -0.05 -0.72
C -5.255 1.622 -0.819 1.05 0.68 0.34 -0.88
C -4.052 1.243 -0.189 1.11 -0.12 0.36 0.79
C -3.009 2.173 0.085 -1.49 1.08 -0.78 -1.00
C -3.196 3.518 -0.318 0.27 -0.74 -0.10 0.34
N -1.770 1.825 0.740 -0.02 -1.67 0.00 1.21
C -1.945 1.494 2.186 -1.49 0.50 0.59 -0.88
C -1.692 2.658 3.179 1.01 -0.73 0.36 -0.14
C -0.228 3.180 3.221 -0.79 0.62 -0.06 -1.08
Br -3.002 4.136 3.008 0.43 -0.45 -0.06 -0.16
C -1.185 0.656 0.080 1.00 -0.28 -0.60 -1.76
C -1.938 -0.529 -0.184 -0.13 0.74 0.16 1.19
C -1.382 -1.671 -0.796 0.69 0.83 -0.02 -0.91
C -0.017 -1.601 -1.175 -0.18 0.43 0.15 -0.86
C 0.726 -0.430 -0.944 -0.01 0.21 0.07 -0.58
C 0.181 0.714 -0.317 -0.44 -0.74 0.31 1.00
C 1.022 1.985 -0.108 -1.24 -0.10 -1.72 -0.99
I 2.638 1.719 1.285 -0.33 -0.10 -0.27 0.15
C 1.504 2.482 -1.526 -0.47 0.18 0.74 -0.32
C 0.323 2.623 -2.545 0.20 0.14 -0.15 -0.83
I 2.251 4.522 -1.176 0.24 -0.48 -0.20 0.05
S -3.683 -0.460 0.304 0.12 0.14 -0.68 -0.32
H -1.639 7.080 0.310 -0.65 0.01 -0.49 0.40
H -4.418 5.503 -2.512 -0.51 -0.13 0.58 0.29
H -5.527 5.797 -1.069 0.27 -0.29 -0.56 0.38
H -6.321 3.318 -1.652 0.42 -0.24 0.18 0.39
H -6.024 0.864 -1.014 0.30 0.51 0.03 0.41
H -2.352 4.196 -0.116 -0.69 -0.24 -0.16 0.23
H -3.007 1.188 2.330 0.68 0.11 0.09 0.42
H -1.347 0.604 2.483 0.01 0.76 -0.29 0.60
H -1.887 2.241 4.190 -0.17 0.33 -0.65 0.44
H 0.388 2.438 3.762 -0.18 0.43 -0.31 0.29
H 0.202 3.379 2.225 -0.32 -0.23 0.41 0.18
H -0.241 4.157 3.749 0.27 -0.73 -0.09 0.41
H -1.981 -2.572 -1.001 0.27 0.60 0.16 0.42
H 0.493 -2.438 -1.675 -0.49 0.41 0.30 0.56
H 1.780 -0.364 -1.267 -0.62 -0.30 0.22 0.35
H 0.308 2.765 0.229 0.71 -0.50 0.32 0.54
H 2.316 1.840 -1.919 -0.32 0.67 0.25 0.67
H 0.509 1.954 -3.407 -0.20 0.36 0.40 0.20
H 0.263 3.670 -2.898 0.01 -0.76 -0.01 0.45
H -0.674 2.381 -2.129 0.60 -0.01 0.03 0.12
F 2.987 -5.685 1.038 0.05 -0.04 -0.02 -0.29
C 1.916 -5.194 1.691 -0.40 0.18 0.23 0.16
C 1.633 -5.654 2.963 0.19 -0.19 0.12 -0.54
C 0.532 -5.145 3.638 -0.04 0.12 -0.17 -0.40
C -0.276 -4.193 3.029 -0.07 0.03 0.06 -0.68
C 0.018 -3.744 1.747 0.06 -0.16 0.23 0.09
C 1.125 -4.243 1.074 0.07 0.07 -0.26 -0.15
H 2.270 -6.402 3.417 0.01 0.02 -0.04 0.43
H 0.304 -5.491 4.638 0.03 -0.02 -0.04 0.37
H -1.137 -3.800 3.555 0.03 -0.01 -0.03 0.41
H -0.614 -3.006 1.273 0.07 0.01 0.01 0.27
H 1.376 -3.900 0.079 0.02 -0.03 0.02 0.32
F 2.735 -3.149 -1.897 -0.08 0.05 0.00 -0.06
C 3.997 -3.610 -2.038 0.55 -0.20 -0.06 0.34
C 4.757 -3.852 -0.911 -0.14 0.11 0.28 -0.19
C 6.051 -4.330 -1.057 -0.03 0.02 -0.23 -0.59
C 6.571 -4.549 -2.327 0.09 -0.04 0.01 -0.49
C 5.796 -4.295 -3.451 0.01 0.00 0.19 -0.43
C 4.497 -3.828 -3.307 -0.20 0.07 -0.22 -0.45
H 4.336 -3.668 0.069 -0.02 -0.02 -0.04 0.38
H 6.654 -4.531 -0.182 -0.05 0.03 0.00 0.36
H 7.583 -4.918 -2.440 -0.04 0.01 0.00 0.37
H 6.203 -4.462 -4.440 -0.05 0.00 0.02 0.36
H 3.874 -3.632 -4.171 -0.01 0.02 0.03 0.40
```
Positions in Å, forces in eV/Å.